# C22H50N3P3PtSe

A structure of composition C22H50N3P3PtSe in a non-equilibrium geometry (ωB97M-V/def2-TZVPD, the OMol25 dataset).

Geometry as XYZ:
```
80
Properties=species:S:1:pos:R:3:forces:R:3:lowdin_spin:R:1
Pt 0.409 -0.972 -0.233 1.041 0.304 1.242 0.84
P -0.782 -2.806 0.352 -1.200 -1.442 0.584 0.20
P 2.013 -0.965 1.631 0.667 -0.317 0.583 0.22
P 1.876 -1.766 -1.771 0.680 -0.257 -0.810 0.22
H -2.304 2.838 -5.482 -0.391 -0.341 -0.449 0.00
C -2.552 1.934 -6.065 -0.372 -0.421 0.499 0.00
C -3.109 0.858 -5.474 0.053 0.512 -0.986 0.00
H -3.433 0.854 -4.422 0.235 0.016 -0.478 0.00
C -2.193 -2.356 1.423 -0.266 0.373 -0.045 0.07
C 0.059 -4.133 1.292 0.337 0.144 -0.118 0.01
C -1.440 -3.634 -1.137 0.025 0.223 -0.132 0.05
C 3.303 0.338 1.748 -0.301 0.115 -0.064 0.04
C 1.113 -0.794 3.203 0.043 0.079 0.129 0.04
C 3.049 -2.465 1.875 -0.264 -0.026 -0.167 0.02
C 1.122 -1.628 -3.413 0.040 -0.088 -0.161 0.06
C 2.392 -3.500 -1.555 -0.007 0.003 -0.061 0.01
C 3.414 -0.797 -1.814 0.091 -0.026 -0.146 0.05
H -2.314 1.973 -7.133 -0.146 -0.138 0.423 0.00
H -3.339 -0.033 -6.081 0.020 0.478 0.461 0.00
H -2.263 -1.259 1.534 -0.027 -0.675 -0.104 0.01
H -2.110 -2.789 2.430 0.124 -0.067 -0.376 0.00
H -3.115 -2.727 0.957 0.137 0.055 0.142 0.01
H 0.319 -3.785 2.299 -0.097 -0.076 -0.237 0.00
H 0.971 -4.467 0.781 -0.230 0.024 0.099 0.00
H -0.602 -5.007 1.400 -0.017 0.355 -0.146 0.00
H -1.889 -2.880 -1.792 -0.022 -0.155 0.071 0.00
H -2.206 -4.381 -0.887 0.212 0.182 0.123 0.01
H -0.638 -4.137 -1.692 -0.165 0.109 0.172 0.00
H 3.930 0.118 2.624 -0.173 0.031 -0.180 0.01
H 2.848 1.328 1.871 0.283 -0.267 0.082 0.00
H 3.940 0.341 0.858 -0.120 0.033 0.163 0.00
H 1.859 -0.784 4.005 -0.149 -0.009 0.004 0.01
H 0.412 -1.617 3.379 0.160 0.100 -0.140 0.00
H 0.562 0.153 3.217 0.094 -0.119 -0.068 0.00
H 3.620 -2.379 2.812 -0.218 0.133 -0.242 0.01
H 3.766 -2.565 1.051 -0.149 0.024 0.219 0.00
H 2.425 -3.361 1.935 0.275 0.185 -0.043 0.00
H 1.794 -2.066 -4.163 -0.167 0.061 0.067 0.01
H 0.938 -0.574 -3.659 0.124 -0.275 0.114 0.00
H 0.160 -2.154 -3.430 0.239 0.040 -0.044 0.00
H 3.058 -3.742 -2.396 -0.128 -0.030 0.173 0.00
H 1.539 -4.189 -1.574 0.214 0.227 -0.100 0.00
H 2.944 -3.659 -0.620 -0.146 0.154 -0.292 0.00
H 3.980 -1.075 -2.714 -0.020 0.067 0.176 0.01
H 4.039 -0.999 -0.936 -0.152 -0.045 -0.218 0.00
H 3.191 0.276 -1.851 0.056 -0.332 -0.026 0.00
C 0.927 2.144 -1.985 -0.055 -0.433 1.478 0.21
C -0.283 1.787 -2.591 -0.284 -0.335 -1.058 0.07
C -0.331 1.749 -3.967 -1.334 -0.187 1.565 0.06
C 0.763 2.071 -4.764 0.554 0.330 -0.252 0.25
C 1.970 2.444 -4.150 0.622 0.195 1.004 0.04
C 2.054 2.468 -2.759 0.787 0.431 -0.938 0.09
Se 1.035 1.980 -0.071 -0.250 -0.381 -1.912 0.29
H -0.264 1.182 -0.158 0.468 0.300 0.414 0.04
H -1.151 1.475 -2.011 0.116 0.245 -0.149 0.00
H -1.284 1.490 -4.403 0.237 -0.231 -0.293 0.00
H 0.671 2.038 -5.845 0.036 0.033 0.044 0.01
H 2.830 2.716 -4.755 -0.054 -0.072 0.114 0.00
H 2.981 2.711 -2.241 -0.096 0.130 -0.348 0.00
C -1.900 3.441 1.002 0.092 -0.218 -0.563 0.01
N -1.836 3.108 2.405 -0.447 -1.295 0.272 -0.02
C -2.487 4.132 3.210 -0.311 1.063 0.281 0.00
C -2.051 1.768 2.744 -0.182 2.317 -2.008 0.02
N -2.336 0.803 1.923 0.108 0.206 0.385 0.29
N -1.830 1.486 4.063 1.056 -1.242 0.820 0.49
C -0.971 2.293 4.896 0.455 0.608 0.373 0.06
C -2.144 0.168 4.547 -0.730 -0.634 -0.091 0.05
H -1.689 4.511 0.890 -0.160 -0.327 -0.037 0.00
H -2.888 3.202 0.565 0.255 0.283 0.037 0.00
H -1.113 2.880 0.476 -0.723 0.474 0.112 0.01
H -2.537 3.848 4.256 -0.214 0.224 -0.137 0.00
H -1.893 5.054 3.117 -0.264 -0.257 0.205 0.00
H -3.508 4.347 2.846 0.336 -0.185 0.136 0.00
H -2.597 1.145 0.992 0.104 0.122 0.367 0.01
H -1.523 2.682 5.763 0.023 -0.181 -0.051 0.03
H -0.146 1.680 5.287 -0.337 -0.148 -0.023 0.02
H -0.554 3.127 4.337 -0.073 -0.151 0.080 0.00
H -1.224 -0.406 4.737 -0.167 0.364 0.129 0.02
H -2.714 0.244 5.483 0.158 0.015 -0.091 0.02
H -2.737 -0.332 3.777 0.055 0.012 0.439 0.00
```
Positions in Å, forces in eV/Å.

Charge   +4
Frontier orbital gap (spin up / spin down)   6.68 / 3.39 eV
Multiplicity   5